Entry 1:
ORCA calculation (the ωB97M-V functional and the def2-TZVPD basis) on a gas-phase ion, C3H6N3O2Si (charge +1) in a non-equilibrium geometry.

- ΔE to the lowest compared entry with this formula, charge and spin: 1.291 eV
- Energy: -721.853372 Eh
- HOMO-LUMO gap: 9.76 eV
- SMILES: C=[N+]1N=CO[SiH2]N=C1O
- Charge: +1

```
15
Properties=species:S:1:pos:R:3:forces:R:3:mulliken_charge:R:1
C -0.0342 1.1250 0.9661 -0.402 -0.631 1.479 0.375
C 1.9791 -0.6778 -0.4510 -4.108 -0.154 1.450 0.190
C -0.4030 1.0447 -1.4490 -2.511 2.996 2.726 -0.189
N -0.4423 0.0965 1.5447 -0.188 0.541 -0.952 -0.420
N 1.6092 0.5196 -0.7172 3.965 -0.154 -0.590 -0.789
N 0.4074 1.0079 -0.4819 -1.110 -0.702 1.731 0.652
O 1.2105 -1.5822 0.1359 -0.795 0.224 -0.200 -0.314
O 0.1381 2.3163 1.4635 0.494 1.101 -1.282 -0.420
Si -0.3927 -1.4999 0.8609 2.246 -0.059 1.075 0.378
H 2.8708 -1.1266 -0.7043 2.343 0.046 -0.799 0.515
H -1.3251 1.6283 -1.2657 0.306 -0.878 -0.532 0.287
H 0.0067 0.7379 -2.3099 0.762 -1.022 -3.482 0.368
H -0.0774 2.5090 2.3940 -0.153 -0.871 -0.216 0.435
H -1.3964 -1.8839 -0.1041 -0.327 0.045 -0.274 -0.023
H -0.0825 -2.2969 2.0386 -0.523 -0.481 -0.136 -0.044
```
Positions in Å, forces in eV/Å.

Entry 2:
ORCA calculation (the ωB97M-V functional and the def2-TZVPD basis) on 2 unconnected molecules or ions with the total composition C5H13N in a non-equilibrium geometry.

- ΔE to the lowest compared entry with this formula, charge and spin: 1.852 eV
- Energy: -252.995022 Eh
- HOMO-LUMO gap: 9.62 eV
- SMILES: C=CN.CCC

```
19
Properties=species:S:1:pos:R:3:forces:R:3:mulliken_charge:R:1
C -0.2657 0.6165 2.2693 -0.459 -0.371 -1.605 -1.036
C 0.5009 1.9247 2.1332 0.747 -0.469 1.679 -0.297
C -0.3700 3.1784 1.9008 0.912 -0.928 0.063 -0.986
H -0.8490 0.5234 1.3346 -0.068 -0.435 0.409 0.234
H 0.4240 -0.2440 2.3092 -0.272 0.350 0.080 0.300
H -0.9586 0.5480 3.1127 0.144 0.272 -0.044 0.341
H 0.9814 1.9508 3.1237 -0.041 0.918 0.028 0.223
H 1.3926 1.7444 1.5382 -0.310 0.367 -0.906 0.353
H 0.2159 4.0926 1.7576 -0.079 -0.178 0.358 0.289
H -0.9567 3.1899 2.8121 -0.445 0.704 -0.032 0.277
H -1.0195 3.0945 1.0330 -0.127 -0.236 -0.040 0.304
C 0.2017 -1.8769 -1.9518 -0.931 -0.813 1.145 -0.767
C 0.5254 -2.6258 -3.0036 -0.445 -0.177 -1.062 0.012
N -0.2448 -2.9206 -4.1678 0.022 -0.776 1.477 -0.489
H -0.7638 -1.8913 -1.3771 0.614 0.785 -1.456 0.239
H 1.0443 -1.5534 -1.3848 0.385 -0.067 0.737 0.231
H 1.5124 -3.0748 -3.0333 0.343 0.626 -0.510 0.285
H -1.2319 -2.7740 -3.9943 -0.120 0.267 -0.071 0.245
H -0.1387 -3.9024 -4.4117 0.131 0.163 -0.250 0.242
```
Positions in Å, forces in eV/Å.

Entry 3:
ORCA calculation (the ωB97M-V functional and the def2-TZVPD basis) on 2 unconnected molecules or ions with the total composition C17H15N3O2S2 in a non-equilibrium geometry.

- ΔE to the lowest compared entry with this formula, charge and spin: 7.864 eV
- Energy: -1767.651288 Eh
- HOMO-LUMO gap: 6.71 eV

```
39
Properties=species:S:1:pos:R:3:forces:R:3:mulliken_charge:R:1
C -1.7747 2.1736 -1.1046 -0.410 -0.546 -0.295 -0.946
S -1.9633 0.6594 -2.1231 1.775 0.990 -1.232 0.270
C -1.2724 1.2638 -3.7710 -0.951 0.330 0.280 -1.018
C -0.5961 -0.3461 -1.7354 0.029 1.621 -0.566 -0.867
C -0.7332 -1.6739 -2.2562 -0.390 -0.864 0.157 0.309
C 0.4423 -2.4287 -2.6033 -0.963 0.803 0.337 -0.705
C 0.4143 -3.7841 -2.3484 -0.110 -0.616 0.015 -0.267
C -0.7201 -4.3530 -1.7110 0.235 0.052 -1.091 0.396
C -0.6279 -5.5972 -1.0240 0.054 -2.281 0.895 -0.021
N -0.5747 -6.5904 -0.4086 -0.065 1.869 -1.168 -0.545
C -1.9689 -3.7221 -1.8416 -0.345 0.389 -0.225 -0.469
C -1.9905 -2.3683 -2.1975 0.399 -0.551 0.526 -0.541
H -2.2912 1.9427 -0.1528 0.339 0.302 -0.535 0.349
H -0.7135 2.3791 -0.9194 -0.484 -0.027 -0.167 0.277
H -2.2936 2.9511 -1.6813 0.135 -0.131 0.376 0.483
H -1.6199 0.5593 -4.5423 0.045 0.296 0.373 0.324
H -1.6829 2.2678 -3.9349 0.120 -0.255 -0.269 0.432
H -0.1711 1.2772 -3.7642 -0.572 -0.011 0.395 0.310
H 0.3545 0.1660 -1.9285 -0.498 -0.020 -0.631 0.777
H 1.3291 -1.8748 -2.9721 -0.604 -0.645 0.375 0.304
H 1.2289 -4.4483 -2.6678 -0.136 0.424 0.665 0.406
H -2.9027 -4.3223 -1.6889 0.993 0.830 0.078 0.374
H -2.9594 -1.8493 -2.2846 0.667 -0.223 0.259 0.325
O 2.8453 1.6968 6.2490 -0.852 2.287 -0.910 -0.585
N 2.3682 2.6802 5.6183 1.202 0.042 3.033 0.932
O 2.4396 3.8511 6.0485 -0.420 -2.046 -1.266 -0.585
C 1.7605 2.3662 4.3615 -0.636 -0.038 -1.665 0.022
C 1.2429 3.3441 3.4756 0.602 -0.497 0.222 -0.451
C 0.9090 2.9649 2.1707 -0.429 -0.650 -0.084 -0.425
C 0.9367 1.5942 1.7877 0.398 -0.295 0.650 0.502
N 0.3495 1.1394 0.5784 0.357 0.192 -0.471 -0.263
C 0.3793 -0.0365 0.1680 0.172 -1.726 0.814 0.756
S 0.8140 -1.5978 0.2253 0.704 0.719 1.359 -0.302
C 1.5169 0.6690 2.6733 -0.196 -0.224 0.496 -0.465
C 1.8536 1.0295 3.9733 0.119 0.524 -0.491 -0.622
H 1.1334 4.3643 3.8449 0.229 -0.208 -0.343 0.427
H 0.6150 3.6840 1.4007 -0.175 -0.086 0.543 0.396
H 1.6988 -0.3632 2.3703 -0.394 0.329 0.012 0.248
H 2.2241 0.3321 4.7157 0.056 -0.060 -0.450 0.455
```
Positions in Å, forces in eV/Å.

Entry 4:
ORCA calculation (the ωB97M-V functional and the def2-TZVPD basis) on a molecular structure, C4H7NO2 in a non-equilibrium geometry.

- ΔE to the lowest compared entry with this formula, charge and spin: 4.433 eV
- Energy: -361.717931 Eh
- HOMO-LUMO gap: 9.85 eV

```
14
Properties=species:S:1:pos:R:3:forces:R:3:mulliken_charge:R:1
C 1.1123 0.9184 0.9129 0.022 -0.011 0.024 -1.032
C 0.0303 1.0466 -0.1373 -0.091 0.177 0.119 0.084
C 0.3100 -0.8160 -1.1354 0.050 -0.239 -0.030 -0.604
N -0.3594 -1.6513 -0.3657 0.104 0.091 -0.315 -0.470
C -1.8465 -0.6102 0.5832 -0.953 -0.305 0.831 0.304
O -2.6703 -0.7946 1.3603 0.864 0.212 -0.710 -0.304
O -1.1757 1.0678 0.2401 0.284 0.031 -0.122 -0.458
H 1.0442 -0.0621 1.3988 -0.011 0.154 -0.046 0.336
H 0.9601 1.6828 1.6816 0.014 -0.067 -0.126 0.325
H 2.1135 1.0366 0.4870 -0.159 -0.024 0.030 0.325
H 0.2621 1.5472 -1.0852 -0.029 -0.111 0.102 0.457
H 1.3664 -0.6801 -0.9190 -0.150 0.000 0.054 0.393
H -0.0095 -0.6055 -2.1601 0.043 0.014 0.180 0.340
H -1.1376 -2.0795 -0.8611 0.014 0.079 0.008 0.303
```
Positions in Å, forces in eV/Å.

| no. | molecular weight (Da) |
| --- | --- |
| 1 | 144.19 |
| 2 | 87.17 |
| 3 | 357.46 |
| 4 | 101.10 |